Entry 1:
DFT (ωB97M-V/def2-TZVPD) results for a structure of composition C33H24ClIIrN6O2.

XYZ file:
```
68
C33H24ClIIrN6O2, DFT ωB97M-V/def2-TZVPD
Ir -0.42 -0.62 0.65
C -0.92 3.42 -1.07
C -0.22 2.28 -0.40
N -0.70 1.08 -0.47
N -1.75 0.90 -1.37
C -1.93 -0.36 -1.63
O -1.29 -1.33 -1.02
C -2.93 -0.75 -2.65
C -3.13 -2.10 -2.94
C -4.07 -2.48 -3.88
C -4.83 -1.51 -4.53
C -4.63 -0.16 -4.24
C -3.69 0.22 -3.30
C 1.09 2.60 0.26
C 1.45 3.93 0.45
C 2.72 4.23 0.91
C 3.60 3.19 1.15
C 3.16 1.90 0.93
N 1.94 1.60 0.51
H -1.84 3.09 -1.53
H -0.29 3.88 -1.83
H -1.15 4.19 -0.33
H -2.54 -2.85 -2.43
H -4.22 -3.52 -4.11
H -5.57 -1.80 -5.26
H -5.22 0.59 -4.75
H -3.52 1.26 -3.08
H 0.75 4.73 0.25
H 3.02 5.26 1.08
H 4.61 3.38 1.48
H 3.83 1.06 1.10
C 1.82 0.73 4.14
C 0.87 1.45 4.83
C -0.43 1.51 4.34
C -0.72 0.86 3.15
N 0.23 0.21 2.45
C 1.46 0.13 2.95
C -2.09 0.73 2.61
C -3.22 1.27 3.18
C -4.47 0.92 2.68
C -4.55 0.00 1.64
C -3.38 -0.48 1.09
N -2.18 -0.10 1.54
H 2.83 0.63 4.50
H 1.11 1.95 5.76
H -1.20 2.03 4.88
H 2.17 -0.44 2.37
H -3.14 1.95 4.01
H -5.37 1.34 3.11
H -5.50 -0.33 1.25
H -3.38 -1.20 0.28
Cl 3.56 -6.02 -0.72
C 2.44 -4.95 -0.03
C 1.62 -5.41 0.99
C 0.67 -4.58 1.58
I -0.56 -5.26 3.07
C 0.54 -3.23 1.14
O -0.29 -2.42 1.63
C 1.42 -2.76 0.08
N 1.26 -1.47 -0.29
C 1.97 -0.99 -1.30
C 2.91 -1.78 -1.97
C 3.12 -3.08 -1.58
C 2.35 -3.60 -0.52
H 1.71 -6.43 1.32
H 1.79 0.04 -1.57
H 3.47 -1.35 -2.79
H 3.85 -3.70 -2.07
```

Computed properties:
⟨S²⟩: 0.78
Charge: +2
Orbital gap (spin up / spin down), eV: 7.0 / 5.0
Multiplicity: 2
LUMO level (spin up / spin down), eV: -6.15 / -8.17

Electronic structure analysis, Mulliken charges in units of e:
1 Ir 2.0854
2 C -1.8749
3 C 0.4352
4 N 0.3791
5 N -0.8056
6 C 0.1783
7 O -0.8317
8 C 0.4671
9 C -0.2606
10 C -0.7617
11 C -0.4172
12 C -0.7541
13 C -0.3660
14 C 1.2125
15 C -0.9329
16 C -0.6795
17 C -0.9606
18 C -0.0767
19 N 0.2153
20 H 0.3053
21 H 0.4144
22 H 0.4056
23 H 0.4287
24 H 0.4254
25 H 0.4127
26 H 0.4290
27 H 0.4395
28 H 0.3730
29 H 0.4687
30 H 0.4515
31 H 0.4574
32 C -0.9327
33 C -0.7037
34 C -0.9336
35 C 0.7790
36 N 0.0449
37 C -0.4200
38 C 0.8681
39 C -0.9988
40 C -0.5616
41 C -0.9983
42 C 0.0057
43 N 0.5037
44 H 0.4888
45 H 0.4728
46 H 0.4635
47 H 0.5704
48 H 0.4863
49 H 0.4649
50 H 0.4902
51 H 0.6730
52 Cl -0.1513
53 C 0.6384
54 C -0.4490
55 C -0.4312
56 I 0.2177
57 C 0.3772
58 O -0.5095
59 C 0.5601
60 N -0.2120
61 C -0.2245
62 C -1.2788
63 C -0.6675
64 C 0.0028
65 H 0.4711
66 H 0.6401
67 H 0.4825
68 H 0.5088

Entry 2:
DFT (ωB97M-V/def2-TZVPD) results for a structure of composition C33H24HgN9OS2 in a non-equilibrium geometry.

XYZ file:
```
70
C33H24HgN9OS2, DFT ωB97M-V/def2-TZVPD
Hg -0.75 1.18 -1.53
C -2.84 -2.14 -5.76
C -1.86 -2.98 -5.25
C -1.07 -2.59 -4.19
C -1.24 -1.32 -3.60
C -2.23 -0.48 -4.12
C -3.02 -0.88 -5.18
N -0.48 -0.87 -2.54
N 0.45 -1.70 -2.11
C 1.22 -1.23 -1.08
C 2.22 -2.09 -0.58
C 3.03 -1.65 0.43
C 2.85 -0.36 0.95
C 1.86 0.41 0.41
N 1.05 -0.01 -0.57
H -3.46 -2.45 -6.59
H -1.72 -3.96 -5.69
H -0.31 -3.24 -3.79
H -2.36 0.51 -3.69
H -3.78 -0.21 -5.57
H 2.33 -3.07 -1.02
H 3.82 -2.29 0.81
H 3.50 0.04 1.72
H 1.69 1.43 0.75
S -2.48 1.22 0.34
C -3.09 2.85 0.01
C -4.09 3.31 0.88
C -4.67 4.56 0.75
C -4.26 5.40 -0.28
C -3.28 4.96 -1.14
C -2.67 3.70 -1.04
S -1.45 3.36 -2.27
H -4.40 2.65 1.68
H -5.44 4.87 1.45
H -4.69 6.38 -0.40
H -2.95 5.61 -1.95
N -0.05 0.14 3.31
C 0.60 0.72 4.37
C 0.75 2.04 4.78
C 1.50 2.26 5.92
C 2.09 1.19 6.62
C 1.95 -0.11 6.20
C 1.19 -0.36 5.06
N 0.90 -1.55 4.42
C 0.17 -1.21 3.39
C -0.40 -2.13 2.40
C -0.36 -3.52 2.56
C -0.96 -4.32 1.59
N -1.59 -3.84 0.51
C -1.58 -2.52 0.39
C -1.01 -1.63 1.26
H -0.62 0.60 2.61
H 0.30 2.85 4.23
H 1.64 3.27 6.27
H 2.68 1.41 7.50
H 2.41 -0.94 6.73
H 0.12 -3.94 3.43
H -0.94 -5.40 1.70
H -2.09 -2.19 -0.51
H -1.06 -0.58 1.02
N 2.92 -0.64 -3.82
C 3.21 0.50 -3.06
O 2.51 1.50 -3.17
C 4.37 0.40 -2.20
C 5.06 -0.81 -2.06
N 5.62 -1.83 -1.97
C 4.79 1.51 -1.44
N 5.19 2.39 -0.80
H 1.94 -0.69 -4.07
H 3.27 -1.51 -3.45
```

Computed properties:
⟨S²⟩: 0.77
Charge: -2
Orbital gap (spin up / spin down), eV: 5.9 / 6.5
Multiplicity: 2
LUMO level (spin up / spin down), eV: 4.15 / 4.14

Electronic structure analysis, Mulliken charges in units of e:
1 Hg 1.1385
2 C -0.5093
3 C -0.5900
4 C -0.1645
5 C -0.0975
6 C -0.3339
7 C -0.6771
8 N 0.1902
9 N 0.1431
10 C 0.2326
11 C -0.5795
12 C -0.4905
13 C -0.6448
14 C -1.1056
15 N 0.1424
16 H 0.3414
17 H 0.3402
18 H 0.3669
19 H 0.3118
20 H 0.3742
21 H 0.5005
22 H 0.3559
23 H 0.4857
24 H 0.4554
25 S -0.4243
26 C 0.7111
27 C -0.6240
28 C -0.5779
29 C -0.4855
30 C -0.7037
31 C 0.2497
32 S -0.4745
33 H 0.3434
34 H 0.3150
35 H 0.3264
36 H 0.3390
37 N 0.3409
38 C 0.6708
39 C -0.9622
40 C -0.4627
41 C -0.4135
42 C -0.8578
43 C 0.5523
44 N -0.7579
45 C 0.0488
46 C 0.7919
47 C -0.4159
48 C -0.5634
49 N -0.7504
50 C -0.1851
51 C 0.8738
52 H -0.0249
53 H 0.4583
54 H 0.3650
55 H 0.3589
56 H 0.4233
57 H 0.4840
58 H 0.3737
59 H 0.5398
60 H -1.1172
61 N -0.6174
62 C 0.5952
63 O -0.6970
64 C 0.3923
65 C 0.0066
66 N -0.7262
67 C 0.2878
68 N -0.7747
69 H 0.2472
70 H 0.3346

no.,E_tot (a.u.)
1,-2612.76001
2,-2789.94565